Record 1
ORCA calculation (ωB97M-V/def2-TZVPD) on a molecular structure, C58H48F5InN6S5 at a distorted geometry.

total charge: 0
Kohn-Sham gap: 7.39 eV
largest force on an atom: 1.12 eV/Å
calculated total energy: -5247.6944 hartree
spin multiplicity: 1

```
123
Properties=species:S:1:pos:R:3:forces:R:3
In 0.988783 0.724114 -0.308289 -0.083 0.211 0.270
C -1.702465 0.345892 1.531616 0.181 -0.179 0.029
N -0.321439 0.000530 1.960335 -0.327 -0.122 0.068
C 0.146006 0.841549 3.089821 0.156 0.034 -0.179
C 1.034810 2.027037 2.744880 0.045 -0.046 -0.131
N 2.064398 1.777530 1.736083 0.058 -0.083 0.121
C 2.734574 3.061457 1.433573 -0.023 -0.063 -0.048
C 3.063396 0.774164 2.021995 0.052 0.090 -0.010
C 3.398816 0.415303 3.321730 -0.057 -0.047 0.027
C 4.406317 -0.505891 3.565868 0.020 -0.025 -0.027
C 5.080079 -1.082044 2.498651 -0.046 0.010 -0.048
C 4.753281 -0.724470 1.199039 -0.017 0.088 0.053
C 3.759093 0.216806 0.934305 0.051 0.016 -0.100
S 3.442067 0.707103 -0.744053 -0.039 -0.089 0.078
C -0.233229 -1.403508 2.343129 -0.086 0.091 -0.123
C -0.759760 -1.826295 3.560023 0.055 -0.015 0.018
C -0.727911 -3.160271 3.929913 -0.069 0.022 -0.020
C -0.164490 -4.084800 3.055665 -0.006 0.017 -0.039
C 0.377761 -3.665612 1.855123 -0.039 0.008 0.022
C 0.369883 -2.313684 1.474900 0.114 0.033 -0.019
S 1.137098 -1.841244 -0.016753 -0.013 0.106 0.025
H -2.369482 0.436418 2.395047 -0.052 0.038 0.046
H -1.696377 -0.793272 -0.220771 -0.016 -0.018 0.051
H -1.667477 1.299701 1.015467 -0.045 -0.032 0.086
H 0.715115 0.184761 3.739925 -0.055 -0.074 0.059
H -0.704364 1.229993 3.660412 -0.013 -0.008 0.077
H 1.479992 2.376867 3.685515 -0.032 0.058 0.040
H 0.432080 2.841711 2.361715 0.007 0.079 -0.026
H 3.375907 3.354070 2.270993 -0.024 0.009 0.038
H 1.985246 3.832250 1.267450 -0.029 -0.007 -0.015
H 3.336796 2.959249 0.534635 0.037 -0.035 0.001
H 2.876962 0.859209 4.161670 0.036 0.021 -0.038
H 4.670500 -0.757850 4.585344 -0.050 -0.044 -0.026
H 5.854248 -1.818395 2.676376 0.000 0.037 -0.010
H 5.271297 -1.167174 0.358284 -0.006 -0.032 0.024
H -1.195525 -1.094865 4.235109 0.003 -0.033 -0.024
H -1.151761 -3.473146 4.876325 0.053 -0.005 -0.012
H -0.142915 -5.136136 3.317546 0.014 0.030 -0.014
H 0.822060 -4.382548 1.174694 0.024 0.022 0.058
N -2.240522 -0.708973 0.651269 0.282 0.025 -0.383
S -3.825061 -0.670938 0.190535 -0.230 0.672 0.862
N -3.311967 -0.704547 -2.255279 -0.257 -0.119 -0.515
S -3.242127 -0.029108 -3.548137 0.098 -0.372 0.369
N -1.903858 0.736843 -4.016047 0.349 0.094 -0.126
S -0.583038 0.195287 -3.281076 -0.770 0.207 0.324
N -0.517674 0.426549 -1.825392 0.452 -0.258 -0.182
C -0.463999 -1.508597 -3.833835 0.045 -0.051 -0.194
C -0.701538 -2.520916 -2.924758 -0.015 0.020 0.027
C -0.738069 -3.835247 -3.373461 -0.001 -0.025 -0.019
C -0.543679 -4.119875 -4.715644 0.005 0.030 -0.002
C -0.299905 -3.092760 -5.623479 -0.002 -0.021 0.034
C -0.265787 -1.780268 -5.187373 0.003 0.001 0.118
C 0.679738 0.962552 -4.257926 0.080 -0.067 -0.239
C 1.978362 0.525892 -4.033041 -0.047 0.059 0.053
C 3.011259 1.099690 -4.752185 0.049 0.010 -0.002
C 2.738451 2.088904 -5.690008 -0.024 0.007 -0.007
C 1.433864 2.508640 -5.911891 0.026 0.003 0.066
C 0.388400 1.944262 -5.192254 0.094 -0.026 0.070
C -4.431522 1.278061 -3.832593 -0.011 0.222 -0.054
C -4.074672 2.538544 -4.290540 -0.094 -0.057 -0.009
C -5.045259 3.530319 -4.365968 -0.018 -0.008 0.037
C -6.353702 3.254184 -3.994733 0.005 -0.037 0.024
C -6.701583 1.983795 -3.545457 0.011 0.034 0.008
C -5.737729 0.992343 -3.457761 -0.001 0.022 -0.037
C -3.598929 -1.115479 -4.936519 0.128 0.141 -0.264
C -3.487917 -0.659151 -6.248102 -0.040 -0.107 0.145
C -3.692820 -1.549676 -7.288218 -0.013 0.014 0.019
C -3.998388 -2.880426 -7.013041 0.011 -0.008 -0.009
C -4.115196 -3.317488 -5.702868 0.002 0.028 0.020
C -3.915066 -2.428073 -4.651702 -0.040 -0.064 0.001
C -4.232943 1.100954 0.151216 0.018 0.138 -0.139
C -3.463145 1.870152 -0.718638 0.020 -0.099 -0.115
C -3.738618 3.221288 -0.859588 -0.075 -0.033 -0.019
C -4.742638 3.817735 -0.112568 -0.023 -0.044 -0.016
C -5.466358 3.056896 0.793247 -0.020 0.023 -0.005
C -5.224792 1.696991 0.925378 0.149 -0.126 -0.079
C -4.701734 -1.153004 1.671341 -0.235 -0.353 -0.156
C -6.080906 -1.284105 1.491112 0.097 0.026 -0.004
C -6.864782 -1.774834 2.520376 0.051 0.020 0.054
C -6.268534 -2.170171 3.715103 -0.016 0.016 -0.079
C -4.891151 -2.109114 3.853733 -0.060 0.000 0.043
C -4.100110 -1.607987 2.826965 0.189 0.087 0.074
H -0.853738 -2.280867 -1.883097 0.039 0.000 -0.020
H -0.920512 -4.633968 -2.665674 0.000 0.006 -0.010
H -0.586755 -5.144738 -5.063321 0.032 0.008 0.012
H -0.137261 -3.316658 -6.669984 -0.036 0.004 0.003
H -0.095789 -0.973510 -5.890301 -0.001 -0.007 0.025
H 2.181993 -0.240339 -3.291364 0.008 0.000 -0.041
H 4.028883 0.776132 -4.575639 -0.013 0.017 0.001
H 3.549661 2.537191 -6.249633 -0.009 -0.011 0.003
H 1.227539 3.277176 -6.645697 0.005 0.003 0.021
H -0.637101 2.250112 -5.341037 0.014 -0.013 -0.038
H -3.046718 2.733347 -4.563727 -0.024 0.010 0.033
H -4.775164 4.524082 -4.701795 -0.006 -0.029 -0.023
H -7.106551 4.030606 -4.050534 0.013 -0.012 -0.001
H -7.722658 1.770696 -3.254053 0.016 0.015 -0.013
H -5.981383 0.000410 -3.091592 0.013 0.046 0.009
H -3.232444 0.376701 -6.437180 0.015 -0.025 -0.025
H -3.610824 -1.212688 -8.314141 0.012 -0.008 0.016
H -4.139342 -3.579394 -7.828581 -0.025 0.025 0.012
H -4.357696 -4.352120 -5.494480 0.022 0.010 -0.004
H -3.982400 -2.731647 -3.612629 0.034 0.018 -0.034
H -2.645336 1.418349 -1.274340 -0.082 0.026 0.061
H -3.152361 3.804066 -1.559039 -0.046 -0.032 0.017
H -4.951950 4.873759 -0.225529 0.029 -0.012 0.019
H -6.226901 3.518642 1.410443 -0.005 -0.015 -0.041
H -5.804392 1.128585 1.632381 -0.042 -0.061 0.079
H -6.527600 -1.003727 0.542237 -0.027 -0.013 0.053
H -7.934943 -1.867135 2.385465 0.027 0.021 0.014
H -6.880079 -2.543656 4.526221 0.014 -0.038 -0.027
H -4.421590 -2.464856 4.762059 0.013 0.027 -0.012
H -3.023059 -1.595426 2.924207 -0.088 -0.067 -0.034
F -1.449986 3.294263 1.362525 0.027 0.097 -0.038
C -0.814354 3.716514 0.227955 0.132 0.020 0.153
C 0.141753 2.941725 -0.393100 -0.027 -0.204 -0.214
C 0.679581 3.546433 -1.518566 0.073 -0.071 0.063
F 1.642264 2.909534 -2.224837 -0.038 -0.013 0.018
C 0.324019 4.789534 -2.001171 0.046 0.048 -0.130
F 0.895676 5.303624 -3.096962 -0.016 -0.013 0.011
C -0.640187 5.516111 -1.330189 -0.054 0.103 0.018
F -1.015228 6.721184 -1.769746 0.005 0.001 0.002
C -1.206008 4.976798 -0.195835 -0.005 0.056 0.112
F -2.139282 5.671003 0.472600 0.003 -0.008 -0.029
```
Forces are in eV/Å.

Record 2
ORCA calculation (ωB97M-V/def2-TZVPD) on a molecular structure, C58H51Cl2NO3S2ScTe at a distorted geometry.

total charge: +2
Kohn-Sham gap (spin up / spin down): 4.99 / 6.52 eV
largest force on an atom: 3.28 eV/Å
calculated total energy: -5266.1749 hartree
<S²>: 0.755
spin multiplicity: 2

```
119
Properties=species:S:1:pos:R:3:forces:R:3
Sc 0.840340 -0.956372 0.774458 0.027 -2.016 -2.579
C -6.115164 3.347991 -0.173982 -0.222 1.630 0.809
C -4.835425 2.884054 0.475357 -0.090 0.528 0.893
C -4.597682 1.595469 0.916490 0.069 -1.588 0.206
C -3.427990 1.216186 1.586401 1.492 -0.316 -0.644
C -2.375295 2.109711 1.742794 -0.940 1.049 0.369
C -2.682223 3.469602 1.492771 0.502 0.182 0.420
C -3.888022 3.838021 0.879477 0.646 -0.488 0.197
S -0.792232 1.333426 2.304984 -0.691 0.636 -1.514
O -0.594840 0.388511 1.053912 -0.183 0.289 1.064
C 0.342539 2.652569 2.040901 1.282 0.533 0.178
C 0.149165 3.496720 0.934114 -0.574 -0.545 -0.783
C 0.819252 4.663435 0.830093 -0.303 2.133 -0.953
C 1.573753 5.158461 1.908705 0.492 -0.502 -0.496
C 2.160515 6.453261 1.793246 1.609 0.027 1.180
C 3.277917 6.703338 2.568411 0.060 -0.383 0.722
C 3.690306 5.765594 3.605666 -0.206 0.901 -0.913
C 3.008091 4.614024 3.800123 0.685 -0.841 0.536
C 1.975756 4.217865 2.912746 0.329 0.471 -0.790
C 1.468497 2.896403 2.860818 -2.258 -0.189 0.258
C 1.973905 1.892022 3.818432 0.716 0.321 2.145
C 1.575183 2.046909 5.249771 0.220 0.424 -1.108
C 0.465310 2.835349 5.671989 -0.665 -0.421 0.783
C 0.268957 3.115085 7.032749 -0.139 -0.256 -2.394
C 1.205975 2.734064 7.981607 0.127 0.311 1.897
C 2.244927 1.935597 7.640090 0.109 0.370 -0.900
C 2.384688 1.523758 6.280607 0.144 -0.176 0.932
C 3.292198 0.500483 5.994564 0.561 -0.488 -3.191
C 3.562302 0.239334 4.639957 -0.218 0.820 1.160
C 3.080526 1.072891 3.557413 -1.329 -0.776 1.919
S 3.707472 0.536344 2.018122 -2.207 -0.385 -2.063
O 2.426485 0.052999 1.186352 1.409 0.095 1.484
C 3.967176 1.936173 1.002660 1.467 2.176 0.793
C 4.851355 2.885169 1.534480 1.723 0.023 0.105
C 5.410745 3.910454 0.753868 -2.109 -0.608 -0.883
C 4.815605 4.175197 -0.518649 0.202 -1.568 0.698
C 5.258722 5.363616 -1.297333 -0.815 0.675 0.655
C 3.910905 3.218131 -1.022581 0.052 1.164 -0.519
C 3.518481 2.107701 -0.294801 -0.665 -0.201 0.025
H -5.936848 4.247989 -0.795916 0.046 -0.772 -0.057
H -6.846311 3.755326 0.568942 0.744 -0.442 -0.053
H -6.686722 2.609384 -0.684912 -0.010 -0.702 -0.668
H -5.295424 0.776439 0.736916 -0.104 0.407 -0.060
H -3.108584 0.200712 1.837286 -1.150 -0.124 -0.193
H -1.983140 4.237513 1.841597 -0.390 -0.171 -0.400
H -4.119041 4.882166 0.715014 0.238 0.077 0.009
H -0.526968 3.181390 0.145717 0.072 0.070 0.088
H 0.749844 5.376708 -0.054044 -0.244 -1.343 1.063
H 1.844312 7.216004 1.081497 -0.120 -0.534 -0.030
H 3.893009 7.602290 2.437027 -0.503 -0.280 0.024
H 4.573110 5.938863 4.221426 -0.300 0.322 -0.202
H 3.374613 3.934669 4.589345 -0.424 0.335 -0.484
H -0.338201 3.012226 4.946142 0.463 0.510 0.307
H -0.609401 3.634419 7.346675 -0.429 0.303 0.029
H 1.066012 3.056130 9.040553 0.198 -0.256 -1.013
H 3.056957 1.733936 8.318736 -0.135 -0.498 0.271
H 3.733432 -0.138118 6.743966 0.062 0.175 0.184
H 4.156034 -0.615540 4.415182 0.649 -0.365 -0.291
H 5.284158 2.752173 2.543344 -0.372 -0.059 -0.520
H 6.247772 4.491359 1.097716 -0.048 0.285 0.297
H 4.494843 6.178494 -1.325783 0.344 -0.728 0.010
H 5.568982 5.161437 -2.309145 0.183 -0.174 -0.255
H 6.052120 5.731626 -0.681079 0.861 0.753 -0.299
H 3.511791 3.425345 -2.040989 0.167 -0.484 0.892
H 2.776936 1.430078 -0.677409 0.089 -0.208 -0.346
Cl 0.353532 -4.854408 3.910644 0.142 -0.486 -0.112
C 0.722659 -3.970892 2.466508 1.003 0.480 1.459
Cl 0.849202 -2.176264 3.078356 -0.178 -0.349 -0.723
H -0.095190 -4.050458 1.800573 -0.612 0.224 -0.850
H 1.717167 -4.172422 2.054508 -0.446 -0.056 0.079
C -6.339439 -6.066937 -2.053040 -0.523 -0.863 0.295
C -5.257057 -5.081653 -2.290938 0.497 -0.241 -0.151
C -4.573531 -4.548969 -1.233215 0.631 2.229 0.864
C -3.593518 -3.544370 -1.391263 0.517 -0.769 -1.226
C -2.939745 -2.906296 -0.221853 0.917 -0.502 0.315
C -3.165604 -3.185570 -2.691422 -0.436 -0.209 -0.799
Te -1.395877 -1.793176 -2.912040 -1.470 -0.264 -0.748
N -0.073303 -1.946529 -1.001985 1.706 0.466 1.690
C 0.950341 -2.792419 -0.947107 -2.443 -0.700 0.147
O 2.052945 -2.448929 -0.408901 0.298 1.619 1.585
C 0.855812 -4.232208 -1.335340 1.660 -0.158 -0.568
C -0.213193 -5.087422 -1.565483 -2.020 1.147 0.354
C -0.011313 -6.350121 -2.121148 -1.125 -0.748 -0.414
C 1.270915 -6.824876 -2.439518 -0.034 0.781 -0.864
C 2.355292 -5.998350 -2.117987 0.216 -0.454 0.225
C 2.133583 -4.736533 -1.572033 1.825 -0.827 0.434
C -0.482722 -2.195298 -4.830253 -0.475 -0.416 -0.872
C -0.049365 -3.522074 -5.063338 0.457 1.188 -0.895
C 0.498895 -3.801716 -6.334649 0.318 -0.969 0.874
C 0.764095 -2.795598 -7.237278 0.072 1.375 -0.317
C 0.331261 -1.484504 -7.015255 -0.820 -0.378 1.563
C -0.426436 -1.185408 -5.864453 -0.205 -1.223 0.583
C -1.298865 0.054270 -5.826096 -0.431 -1.053 -0.357
C -3.872875 -3.715081 -3.805466 -0.019 -0.147 0.262
C -3.649635 -3.317150 -5.247954 0.847 -0.804 -0.489
C -4.873809 -4.674061 -3.554102 0.127 -0.724 -1.492
H -7.107901 -5.628494 -1.392138 0.109 -0.089 -0.489
H -5.996420 -6.975044 -1.487611 -0.108 0.712 -0.761
H -6.774176 -6.346503 -3.027345 -0.068 -0.140 0.640
H -4.917640 -4.698893 -0.217847 0.058 -0.393 0.109
H -3.042905 -1.817368 -0.353384 -0.214 -0.187 0.800
H -1.822553 -3.074769 -0.238764 -1.241 0.056 0.130
H -3.362181 -3.379336 0.685039 0.190 0.925 -0.129
H -1.277108 -4.706899 -1.330655 1.785 -0.907 -0.587
H -0.946039 -6.933000 -2.358865 1.288 0.472 0.258
H 1.451747 -7.681251 -3.119302 -0.387 0.237 1.029
H 3.393020 -6.367464 -2.249539 -0.832 0.386 -0.090
H 3.043131 -4.180069 -1.225592 -1.193 -0.333 -0.720
H -0.083587 -4.296989 -4.292733 -0.176 0.281 -0.264
H 0.806377 -4.832771 -6.564393 -0.135 0.552 0.135
H 1.323256 -2.911027 -8.155044 -0.032 -0.670 -0.011
H 0.512176 -0.671413 -7.697540 0.004 -0.104 -0.435
H -1.255064 0.576816 -6.778577 -0.272 -0.173 -0.138
H -0.965796 0.748602 -5.117394 0.552 1.099 1.314
H -2.350828 -0.200318 -5.539063 0.805 0.145 -0.510
H -2.576948 -3.447145 -5.525510 -0.811 0.291 0.144
H -3.948717 -2.288485 -5.454684 0.073 0.053 0.142
H -4.215003 -3.968962 -5.948265 0.201 0.402 0.611
H -5.282525 -5.256357 -4.433852 0.212 1.115 0.967
```
Forces are in eV/Å.

- Number 1 is which compound?
  C58H48F5InN6S5

- Which of these has the lowest total charge?
  C58H48F5InN6S5

- Among the records above, which one has the lowest total charge?
  C58H48F5InN6S5